1.
{
  "formula": "C33H49ClO4P4STi",
  "method": "wB97M-V/def2-TZVPD",
  "elements": ["P", "C", "C", "H", "C", "H", "C", "H", "C", "H", "C", "H", "C", "C", "H", "C", "H", "C", "H", "C", "H", "C", "H", "C", "C", "H", "C", "H", "C", "H", "C", "H", "C", "H", "Ti", "C", "C", "H", "C", "O", "H", "C", "H", "C", "Cl", "P", "P", "C", "H", "H", "H", "C", "H", "H", "H", "C", "H", "H", "H", "C", "H", "H", "H", "C", "H", "H", "H", "C", "H", "H", "H", "P", "C", "C", "H", "H", "H", "H", "H", "H", "C", "H", "H", "H", "H", "C", "S", "O", "O", "O", "H", "H", "H"],
  "coordinates": [[1.5838, 1.0005, -2.7700], [3.2770, 1.4226, -2.4751], [4.0835, 0.8007, -3.4788], [3.6252, -0.0151, -4.0669], [5.3675, 1.2978, -3.6860], [5.9542, 0.8338, -4.4632], [5.8517, 2.3389, -2.8988], [6.8315, 2.7195, -3.0926], [5.1374, 2.8765, -1.8287], [5.5549, 3.6617, -1.1917], [3.8498, 2.3840, -1.5589], [3.2464, 2.7527, -0.7044], [0.9713, -0.6631, -3.0215], [1.6918, -1.8200, -2.5737], [2.5730, -1.7309, -1.9348], [1.3388, -3.1059, -3.0044], [1.8995, -3.9977, -2.6707], [0.2292, -3.2685, -3.8530], [-0.0731, -4.2728, -4.1491], [-0.4993, -2.1585, -4.2886], [-1.3697, -2.3150, -4.9383], [-0.1515, -0.8633, -3.8799], [-0.7092, -0.0220, -4.2961], [0.4215, 2.3477, -3.1241], [0.8406, 3.1302, -4.2441], [1.8717, 3.0206, -4.6179], [-0.0471, 4.0391, -4.8221], [0.2660, 4.5994, -5.6925], [-1.2919, 4.2638, -4.2394], [-1.9633, 4.9881, -4.6621], [-1.6830, 3.6369, -3.0603], [-2.6142, 3.8843, -2.5329], [-0.8274, 2.6909, -2.4778], [-1.0887, 2.3118, -1.4745], [0.4551, 0.2053, 2.0154], [-0.9903, -1.4580, 1.8198], [-1.7550, -1.5714, 0.6779], [-1.2475, -1.9475, 2.7899], [-1.4034, -0.6117, -0.4214], [-2.4883, -0.1582, -1.2678], [-2.0103, 0.4681, -1.8007], [-0.9295, 0.4886, 0.4549], [-0.7320, -1.0776, -1.1416], [-0.2617, 1.6118, 1.0612], [2.2848, 1.5132, 2.3987], [-1.3642, 2.4193, 2.1794], [1.9024, -2.0559, 2.0484], [-0.7361, 3.2762, 3.5821], [0.3419, 3.1599, 3.6614], [-1.2175, 2.9603, 4.5099], [-0.9697, 4.3246, 3.3855], [-1.6293, 3.6950, 0.9021], [-2.4256, 3.3837, 0.2132], [-0.7224, 3.9201, 0.3061], [-1.9077, 4.5895, 1.4441], [-2.9959, 1.7082, 2.3409], [-3.0464, 1.0143, 3.1891], [-3.2611, 1.1907, 1.4111], [-3.7065, 2.5430, 2.4807], [2.9181, -2.1226, 3.5611], [2.3878, -2.5862, 4.3890], [3.1807, -1.1045, 3.8493], [3.8341, -2.6673, 3.3333], [1.1282, -3.7330, 1.9066], [0.5790, -3.7801, 0.9527], [0.3924, -3.8541, 2.7149], [1.8404, -4.5764, 1.9480], [3.1739, -2.0419, 0.7364], [3.2994, -1.0027, 0.4237], [2.8678, -2.6398, -0.1261], [4.1266, -2.4141, 1.1190], [-3.1998, -2.5781, 0.2934], [-3.5156, -3.4763, 1.8190], [-2.6522, -3.7930, -1.0337], [-3.4461, -2.7011, 2.5928], [-2.7440, -4.2544, 1.9089], [-4.5348, -3.8819, 1.7162], [-2.3291, -3.2446, -1.9600], [-3.4872, -4.5034, -1.3056], [-1.7863, -4.3858, -0.6200], [-4.7563, -1.7348, -0.1710], [-5.0199, -1.1131, 0.6980], [-5.5738, -2.4625, -0.3113], [-4.6869, -1.1341, -1.0757], [0.1708, 2.3349, 0.3537], [-1.2380, 0.3232, 6.2901], [-0.0951, -0.5577, 5.2094], [1.2518, -0.3659, 5.6907], [-0.6039, -1.9265, 5.1526], [-0.3356, 0.1628, 3.8845], [-1.2559, -0.1315, 7.3091], [-2.2431, 0.1849, 5.8258], [-0.9791, 1.4017, 6.4579]],
  "lumo_ev": [-7.6, -7.5],
  "charge": 2,
  "energy_ha": -4660.35920,
  "e_above_lowest_kj_mol": 836.07,
  "orbital_gap_ha": [0.131, 0.138],
  "e_homo_ha": [-0.41077, -0.41498]
}

***

2.
{
  "formula": "C19H22N2O3",
  "method": "wB97M-V/def2-TZVPD",
  "elements": ["C", "C", "C", "C", "C", "C", "C", "N", "C", "O", "N", "C", "C", "C", "C", "C", "C", "C", "C", "O", "C", "O", "C", "C", "H", "H", "H", "H", "H", "H", "H", "H", "H", "H", "H", "H", "H", "H", "H", "H", "H", "H", "H", "H", "H", "H"],
  "coordinates": [[-2.4078, -6.5803, -1.0882], [-1.3378, -6.5619, 0.0056], [-1.8774, -7.1716, 1.3012], [-0.8351, -5.1587, 0.2406], [0.4981, -4.8390, 0.0207], [0.9691, -3.5578, 0.2310], [0.1111, -2.5531, 0.6707], [0.6434, -1.2749, 0.8602], [0.0112, -0.1403, 1.3144], [-1.1595, -0.0700, 1.6174], [0.8677, 0.9219, 1.4346], [0.3681, 2.2517, 1.7337], [1.2302, 2.9089, 2.8112], [0.2980, 3.0958, 0.4788], [-0.9224, 3.5697, 0.0250], [-1.0360, 4.3377, -1.1320], [0.1215, 4.6065, -1.8190], [1.3547, 4.1281, -1.3746], [1.4695, 3.3744, -0.2348], [2.3388, 4.5326, -2.2393], [1.6867, 5.2862, -3.2392], [0.3022, 5.3249, -2.9716], [-1.2266, -2.8621, 0.8944], [-1.6821, -4.1482, 0.6799], [-3.2806, -6.0087, -0.7832], [-2.0179, -6.1460, -2.0063], [-2.7204, -7.6020, -1.2931], [-0.4939, -7.1738, -0.3332], [-2.7384, -6.6140, 1.6604], [-1.1122, -7.1556, 2.0744], [-2.1810, -8.2031, 1.1348], [1.1825, -5.6030, -0.3209], [2.0126, -3.3328, 0.0528], [1.6321, -1.2055, 0.6650], [1.7873, 0.8714, 1.0263], [-0.6443, 2.0965, 2.1193], [1.2368, 2.2932, 3.7068], [2.2536, 3.0358, 2.4665], [0.8255, 3.8864, 3.0577], [-1.8156, 3.3325, 0.5815], [-1.9880, 4.7031, -1.4775], [2.4353, 3.0214, 0.0886], [2.0897, 6.3119, -3.2487], [1.8598, 4.8206, -4.2228], [-1.8974, -2.0920, 1.2353], [-2.7247, -4.3617, 0.8614]],
  "lumo_ev": 0.6,
  "charge": 0,
  "energy_ha": -1072.47173,
  "e_above_lowest_kj_mol": 106.95,
  "orbital_gap_ha": 0.316,
  "e_homo_ha": -0.29437
}

***

3.
{
  "formula": "C2HBr2N2",
  "method": "wB97M-V/def2-TZVPD",
  "elements": ["C", "C", "N", "N", "Br", "Br", "H"],
  "coordinates": [[-0.5959, -0.2345, 0.0764], [0.9109, -0.5712, -0.0094], [-1.3795, 2.0282, 0.0780], [-1.0252, 0.9818, 0.0952], [1.4234, -2.3050, -0.0513], [2.1248, 0.8366, 0.0621], [-1.4585, -0.7360, -0.2510]],
  "lumo_ev": [-6.8, -6.8],
  "charge": 1,
  "energy_ha": -5333.96427,
  "e_above_lowest_kj_mol": 91.54,
  "orbital_gap_ha": [0.301, 0.301],
  "e_homo_ha": [-0.55153, -0.55155]
}

***

4.
{
  "formula": "HN2O2",
  "method": "wB97M-V/def2-TZVPD",
  "elements": ["N", "N", "O", "O", "H"],
  "coordinates": [[1.3888, -2.3994, 0.9335], [1.5036, -1.3301, 1.3298], [1.6770, -0.3630, 1.9736], [-0.6194, -0.4739, -0.0883], [-1.4150, -0.2149, 0.3692]],
  "lumo_ev": 4.6,
  "charge": -1,
  "energy_ha": -260.51176,
  "e_above_lowest_kj_mol": 38.69,
  "orbital_gap_ha": 0.249,
  "e_homo_ha": -0.07956
}

***

5.
{
  "formula": "CH7O2S",
  "method": "wB97M-V/def2-TZVPD",
  "elements": ["C", "S", "H", "H", "H", "H", "H", "O", "H", "H", "O"],
  "coordinates": [[0.5759, 1.6503, 0.7315], [0.1568, -0.2032, 0.6011], [0.5547, 2.0969, -0.2970], [1.5264, 1.9223, 1.1511], [-0.2620, 2.0452, 1.3716], [2.0176, -0.8011, -2.1205], [2.1943, -1.2734, -0.6597], [2.6815, -1.1488, -1.5018], [-2.8728, 0.3236, 0.4153], [-2.9642, -0.8825, -0.4603], [-3.4514, -0.1113, -0.1741]],
  "lumo_ev": 4.2,
  "charge": -1,
  "energy_ha": -590.99605,
  "e_above_lowest_kj_mol": 42.86,
  "orbital_gap_ha": 0.258,
  "e_homo_ha": -0.10348
}